{"formula": "C39H37N4O3PtTe", "method": "the ωB97M-V functional and the def2-TZVPD basis", "fmax_ev_per_a": 0.6, "gap_ev": 7.3, "e_above_lowest_kcal_mol": 4.0, "molar_mass_da": 932.4, "e_homo_ev": -9.93, "total_charge": 1, "multiplicity": 1, "symbols": ["Pt", "C", "C", "C", "C", "C", "O", "C", "C", "C", "C", "C", "C", "C", "O", "C", "C", "C", "N", "C", "C", "Te", "C", "C", "C", "C", "C", "C", "C", "C", "C", "C", "C", "C", "H", "H", "H", "H", "H", "H", "H", "H", "H", "H", "H", "H", "H", "H", "H", "H", "H", "H", "H", "H", "H", "H", "H", "H", "N", "C", "N", "C", "C", "O", "C", "C", "H", "H", "H", "H", "H", "H", "H", "H", "C", "C", "C", "N", "C", "C", "H", "H", "H", "H", "H"], "xyz": [[-1.72683, -0.50881, -1.36610], [3.96924, 1.36054, 2.67465], [2.90497, 0.87527, 1.73070], [3.11399, 0.81930, 0.36000], [2.14233, 0.34747, -0.51644], [2.41672, 0.42406, -1.98859], [1.60220, 0.88595, -2.75973], [3.75721, -0.02296, -2.47446], [4.26678, 0.54045, -3.64217], [5.49558, 0.13256, -4.13115], [6.21332, -0.85484, -3.46829], [5.70152, -1.43520, -2.31720], [4.47934, -1.01471, -1.81581], [0.90601, -0.13644, -0.03639], [0.15904, -0.83120, -0.88854], [0.66376, -0.03401, 1.36352], [1.67022, 0.44729, 2.19890], [-0.61825, -0.43791, 1.99451], [-1.67481, -0.38658, 1.28860], [-2.96246, -0.84868, 1.74114], [-3.19787, -2.30709, 1.34685], [-2.36314, -2.89709, -0.56324], [-0.67814, -3.84260, 0.29761], [-0.95335, -4.76645, 1.30243], [0.08547, -5.44520, 1.91911], [1.39485, -5.21485, 1.52207], [1.65895, -4.32442, 0.49254], [0.62580, -3.63780, -0.13320], [-0.59203, -0.89508, 3.41434], [-0.02356, -2.13016, 3.71110], [-0.02137, -2.59637, 5.01645], [-0.56908, -1.82464, 6.03158], [-1.12084, -0.58518, 5.74097], [-1.13760, -0.12137, 4.43337], [4.85508, 1.68665, 2.13114], [4.27330, 0.57042, 3.36340], [3.61741, 2.19975, 3.27664], [4.05722, 1.16577, -0.04774], [3.68320, 1.29432, -4.15353], [5.89481, 0.57890, -5.03231], [7.17376, -1.17354, -3.85186], [6.25616, -2.21313, -1.80929], [4.07731, -1.46602, -0.91754], [1.47453, 0.48740, 3.26475], [-3.71940, -0.22236, 1.26127], [-3.10439, -0.77386, 2.82369], [-4.25952, -2.54543, 1.31531], [-2.71031, -2.98026, 2.05092], [-1.97250, -4.97226, 1.60905], [-0.13083, -6.15973, 2.70231], [2.20689, -5.74296, 2.00411], [2.67741, -4.16014, 0.16549], [0.83326, -2.94483, -0.93371], [0.42086, -2.72018, 2.91717], [0.41689, -3.55964, 5.24326], [-0.56031, -2.18616, 7.05125], [-1.53895, 0.02136, 6.53339], [-1.56575, 0.84715, 4.20281], [-1.17137, 1.35735, -1.97352], [-1.07584, 2.50429, -2.03051], [-0.95985, 3.79928, -2.07791], [-1.78497, 4.62073, -2.97166], [-0.91167, 5.72548, -3.54666], [-0.28151, 6.45147, -2.51076], [0.59803, 5.63013, -1.76736], [-0.16915, 4.51933, -1.06855], [-2.60848, 5.05704, -2.39823], [-2.18947, 3.98905, -3.76084], [-1.52109, 6.43131, -4.10831], [-0.15869, 5.29280, -4.21722], [1.08749, 6.26728, -1.03295], [1.36001, 5.19792, -2.42797], [-0.84581, 4.94281, -0.32049], [0.50721, 3.81553, -0.58447], [-6.43822, 0.16855, -1.89840], [-5.63951, 1.11610, -1.27862], [-4.27016, 0.94050, -1.27658], [-3.67458, -0.11141, -1.85694], [-4.45031, -1.00837, -2.48772], [-5.82715, -0.90428, -2.52478], [-7.51490, 0.26874, -1.90031], [-6.06511, 1.98105, -0.79092], [-3.60894, 1.64907, -0.79667], [-3.92977, -1.80798, -2.99621], [-6.40030, -1.65822, -3.04451]], "forces_ev_per_angstrom": [[0.2, 0.1, -0.1], [0.0, 0.0, 0.0], [-0.1, 0.0, 0.0], [-0.1, 0.1, 0.0], [-0.1, 0.0, 0.1], [-0.1, -0.1, 0.0], [0.1, 0.1, 0.0], [0.0, -0.1, 0.0], [0.0, 0.0, 0.0], [0.0, 0.0, 0.0], [0.0, 0.0, 0.0], [0.0, 0.0, 0.0], [0.0, 0.0, 0.0], [0.1, -0.2, 0.1], [0.4, -0.1, 0.0], [0.0, 0.0, -0.1], [0.0, 0.1, 0.0], [0.1, 0.0, -0.3], [0.0, 0.3, 0.1], [-0.1, -0.1, 0.0], [0.0, 0.0, 0.0], [0.0, 0.2, 0.1], [0.0, 0.0, 0.0], [0.0, 0.0, 0.0], [0.0, 0.0, 0.0], [0.0, 0.0, 0.0], [0.0, 0.0, 0.0], [-0.1, 0.0, 0.0], [0.0, -0.1, 0.0], [0.0, 0.0, 0.0], [0.0, 0.0, 0.0], [0.0, 0.0, 0.0], [0.0, 0.0, 0.0], [0.0, 0.0, 0.0], [0.0, 0.0, 0.0], [0.0, 0.0, 0.0], [0.0, 0.0, 0.0], [0.0, 0.0, 0.0], [0.0, 0.0, 0.0], [0.0, 0.0, 0.0], [0.0, 0.0, 0.0], [0.0, 0.0, 0.0], [0.0, 0.0, 0.0], [0.0, 0.0, 0.0], [0.0, 0.0, 0.0], [0.0, 0.0, 0.0], [0.0, 0.0, 0.0], [0.0, 0.0, 0.0], [0.0, 0.0, 0.0], [0.0, 0.0, 0.0], [0.0, 0.0, 0.0], [0.0, 0.0, 0.0], [0.0, 0.1, 0.0], [0.0, 0.0, 0.0], [0.0, 0.0, 0.0], [0.0, 0.0, 0.0], [0.0, 0.0, 0.0], [0.0, 0.0, 0.0], [-0.4, 0.0, 0.0], [-0.1, -0.1, 0.1], [0.2, 0.1, -0.1], [0.0, 0.0, 0.0], [0.0, 0.0, 0.0], [0.0, 0.0, 0.0], [0.0, -0.1, 0.0], [0.1, 0.0, 0.0], [0.0, 0.0, 0.0], [0.0, 0.0, 0.0], [0.0, 0.0, 0.0], [0.0, 0.0, 0.0], [0.0, 0.0, 0.0], [0.0, 0.0, 0.0], [0.0, 0.0, 0.0], [0.0, 0.0, 0.0], [0.0, 0.0, 0.0], [0.0, 0.0, -0.1], [0.1, 0.1, 0.0], [-0.3, -0.4, 0.3], [0.1, 0.1, -0.2], [0.0, 0.0, -0.1], [0.0, 0.0, 0.0], [0.0, 0.0, 0.0], [0.0, -0.1, 0.1], [0.0, 0.0, 0.1], [0.0, 0.0, 0.0]], "lowdin_charge": [0.8813, -0.0457, -0.2560, 0.0129, -0.0853, -0.2984, 0.0911, -0.1571, -0.0146, -0.0677, -0.0747, -0.0705, -0.0318, -0.2784, -0.3635, -0.0672, 0.0252, -0.2042, 0.0226, -0.2934, -0.3864, 1.4612, -0.4936, -0.1621, -0.0821, -0.0740, -0.0623, -0.1138, -0.2014, -0.0156, -0.0611, -0.0748, -0.0681, -0.0408, 0.0765, 0.0840, 0.0816, 0.1294, 0.1166, 0.1066, 0.1066, 0.1054, 0.1134, 0.1275, 0.0930, 0.1136, 0.0544, 0.0389, 0.0977, 0.1119, 0.1103, 0.1085, 0.0938, 0.1076, 0.1078, 0.1070, 0.1077, 0.1233, 0.0773, -0.1869, -0.0683, -0.0941, -0.1813, -0.1161, -0.1783, -0.0855, 0.1337, 0.1363, 0.1342, 0.1345, 0.1345, 0.1341, 0.1353, 0.1361, -0.0357, -0.0347, -0.1325, -0.1711, -0.1665, -0.0306, 0.1202, 0.1171, 0.1077, 0.0881, 0.1197]}